(1)
This record from OMol25 describes a single C3H9NO2 molecule. The level of theory is wB97M-V/def2-TZVPD.

The geometry in XYZ format:
```
15
Properties=species:S:1:pos:R:3:forces:R:3:nbo_charge:R:1
C 1.9613 -0.0858 0.1774 0.6 -3.3 -1.9 -0.2289
O 0.7246 -0.8124 -0.5137 2.3 3.6 2.7 -0.4551
N -0.0812 0.2524 0.0649 -2.4 0.2 0.2 -0.1986
C -0.6871 1.0253 -1.0048 -0.1 -0.4 -0.2 -0.4331
C -1.0430 -0.3830 0.9547 0.5 0.2 -0.3 0.0810
O -1.8345 -1.3353 0.3016 -0.1 -0.4 -0.2 -0.7246
H 1.9250 -0.0724 1.2690 -0.6 0.0 -0.3 0.1907
H 2.2002 0.8917 -0.2473 -0.6 -0.2 0.0 0.1904
H 2.7249 -0.8004 -0.1340 0.6 0.2 0.2 0.1694
H -1.3712 0.4087 -1.5984 0.0 0.2 -0.1 0.1897
H 0.1087 1.4088 -1.6466 -0.1 0.0 0.1 0.2033
H -1.2359 1.8592 -0.5620 0.1 -0.1 0.0 0.2046
H -1.7113 0.3825 1.3530 0.1 0.0 0.0 0.1781
H -0.4650 -0.8359 1.7714 -0.1 0.0 -0.1 0.1561
H -1.2156 -1.9033 -0.1851 -0.2 0.0 0.2 0.4769
```
Forces are in eV/Å.

Computed properties:
- ΔE to the lowest compared entry with this formula, charge and spin: 95.7 kcal/mol
- HOMO energy: -8.93 eV
- Gap between HOMO and LUMO: 9.89 eV
- SMILES string: CON(C)CO


(2)
This record from OMol25 describes a molecular structure, C2H3NO3. The level of theory is wB97M-V/def2-TZVPD.

The geometry in XYZ format:
```
9
Properties=species:S:1:pos:R:3:forces:R:3:nbo_charge:R:1
C -0.0956 0.5034 -0.2709 -1.1 -0.1 -0.6 -0.5086
C -0.3687 -0.6912 0.2497 1.0 1.7 0.5 0.1106
N -1.6472 -2.6213 1.5615 1.8 2.4 -1.3 0.7433
O -0.6063 -2.7550 2.0930 -0.9 -0.3 -0.2 -0.2382
O -2.7361 -3.0052 1.6051 -0.1 -0.1 -0.1 -0.1969
O -1.5119 -1.3228 0.2552 -1.7 -2.1 0.9 -0.4857
H 0.8137 1.0665 -0.2201 0.6 -0.5 0.3 0.2114
H -0.8589 0.9755 -0.8254 -0.8 0.6 -0.6 0.1885
H 0.4228 -1.0345 0.8302 1.2 -1.6 1.2 0.1755
```
Forces are in eV/Å.

Computed properties:
- ΔE to the lowest compared entry with this formula, charge and spin: 160.0 kcal/mol
- HOMO energy (spin up / spin down): -8.89 / -8.89 eV
- Gap between HOMO and LUMO (spin up / spin down): 7.70 / 7.70 eV


(3)
This record from OMol25 describes a single C3H6N2O2 molecule. The level of theory is wB97M-V/def2-TZVPD.

The geometry in XYZ format:
```
13
Properties=species:S:1:pos:R:3:forces:R:3:nbo_charge:R:1
N -0.9203 1.0089 -1.3297 -0.1 0.0 0.3 -0.8338
C 0.0458 0.2560 -0.6072 -0.4 -0.4 0.7 0.4876
N -0.5683 -0.8177 0.2391 0.6 0.0 -0.3 -0.6647
C -0.2598 -1.0209 1.5728 0.3 0.2 0.1 0.5326
O 0.4303 -0.3124 2.2718 -0.4 -0.3 -0.1 -0.5910
C 1.3249 0.7310 -0.0761 0.0 0.1 0.2 -0.1107
O 1.2266 0.1190 -1.3736 -0.3 -0.8 0.1 -0.4898
H -0.8674 0.8546 -2.3352 0.1 0.0 0.4 0.3863
H -1.8389 0.7911 -0.9783 -0.2 0.2 -0.1 0.3673
H -1.2732 -1.4749 -0.0916 0.5 0.4 -0.5 0.3983
H -0.6963 -1.9550 1.9876 -0.2 0.3 -0.3 0.1164
H 1.5800 1.7845 0.0286 -0.1 -0.1 -0.5 0.1961
H 1.7955 0.0606 0.6315 0.1 0.4 0.0 0.2053
```
Forces are in eV/Å.

Computed properties:
- ΔE to the lowest compared entry with this formula, charge and spin: 62.9 kcal/mol
- HOMO energy: -9.57 eV
- Gap between HOMO and LUMO: 10.28 eV
- SMILES string: N[C@]1(NC=O)CO1


(4)
This record from OMol25 describes a single C11H12OS2 molecule. The level of theory is wB97M-V/def2-TZVPD.

The geometry in XYZ format:
```
26
Properties=species:S:1:pos:R:3:forces:R:3:nbo_charge:R:1
C -0.2633 2.6576 0.6253 0.0 -0.3 -1.4 -0.6579
C 0.1797 1.3240 1.2764 1.0 2.2 -0.5 0.0647
O -0.7808 0.5136 1.8950 -0.7 -0.6 -0.2 -0.4847
C -0.1752 0.0336 0.7194 2.1 -2.7 -0.1 0.1998
C -0.9229 -0.4578 -0.4870 2.6 3.2 -0.5 -0.0616
C -0.3155 -0.4058 -1.7435 -0.8 -2.2 -0.8 -0.2017
C -1.0063 -1.1273 -2.7772 2.5 1.9 -0.2 -0.1845
C -2.2578 -1.5944 -2.5724 -1.6 -0.4 -1.0 -0.2388
C -2.7985 -1.4656 -1.3220 -4.4 -1.8 0.9 -0.1678
C -2.1699 -0.8901 -0.2670 1.0 -0.6 -2.1 -0.2492
S 1.0903 -1.5324 0.9250 -1.6 1.2 -0.3 0.1598
C 2.6371 -0.6941 0.9006 1.2 2.1 2.0 -0.5826
C 2.7124 0.2652 2.1413 0.9 -0.6 -0.1 -0.5387
S 1.6778 1.7652 2.1520 1.1 -0.1 -0.3 0.2179
H -0.6973 3.3988 1.3055 0.3 -0.4 0.4 0.2350
H -1.1397 2.3676 -0.0430 1.4 0.7 0.2 0.2296
H 0.6924 3.1688 0.1350 -2.4 -1.3 0.6 0.2452
H 0.7214 -0.0894 -1.8471 -0.3 0.1 -0.1 0.2220
H -0.5966 -1.2608 -3.7860 0.2 0.3 0.5 0.2145
H -2.8680 -1.9661 -3.4415 0.8 0.1 1.2 0.2242
H -3.8325 -1.9099 -1.1135 1.4 0.7 -0.5 0.2106
H -2.3060 -0.8114 0.7287 -2.4 -0.3 3.0 0.2304
H 2.9116 -0.0045 0.0784 -0.2 -1.2 -0.4 0.2186
H 3.4182 -1.4140 1.2260 -0.4 0.1 -1.1 0.2443
H 2.2572 -0.2824 2.9258 0.2 -0.8 1.1 0.2150
H 3.8322 0.4116 2.3658 -1.9 0.6 -0.2 0.2358
```
Forces are in eV/Å.

Computed properties:
- ΔE to the lowest compared entry with this formula, charge and spin: 86.9 kcal/mol
- HOMO energy: -8.56 eV
- Gap between HOMO and LUMO: 9.24 eV
- SMILES string: C[C@@]12O[C@]1(c1ccccc1)SCCS2


(5)
This record from OMol25 describes a gas-phase ion, C2H7NOP (charge +1). The level of theory is wB97M-V/def2-TZVPD.

The geometry in XYZ format:
```
12
Properties=species:S:1:pos:R:3:forces:R:3:nbo_charge:R:1
N 1.1110 -0.9932 -0.2234 -0.4 -2.2 -0.9 -0.7015
C 0.8691 0.2916 0.3967 -2.7 6.1 -1.5 -0.2999
C -0.8457 0.8279 -0.0878 4.0 -1.3 0.9 -0.7974
P -2.1129 -0.5164 0.1677 -0.4 1.6 -0.1 1.2753
O -3.3079 0.2905 -0.1577 -0.3 -0.8 0.2 -0.8852
H 2.0455 -1.2925 -0.0729 1.4 -0.6 0.8 0.4420
H 1.0140 -1.3013 -1.2505 -0.6 1.7 1.4 0.4681
H 0.4676 -1.5837 0.3432 0.7 -0.4 -0.8 0.4513
H 1.5116 1.2822 0.1341 -1.0 -3.0 -0.1 0.2730
H 0.9826 0.2335 1.4797 -0.3 -0.6 -0.2 0.2412
H -0.8093 0.9811 -1.1915 0.1 0.2 0.7 0.2540
H -0.9256 1.7803 0.4624 -0.5 -0.5 -0.3 0.2792
```
Forces are in eV/Å.

Computed properties:
- ΔE to the lowest compared entry with this formula, charge and spin: 18.0 kcal/mol
- HOMO energy: -13.71 eV
- Gap between HOMO and LUMO: 8.79 eV
- SMILES string: [NH3+]CCP=O
- Total charge: +1


(6)
This record from OMol25 describes 2 unconnected molecules or ions with the total composition C2H9N2O. The level of theory is wB97M-V/def2-TZVPD.

The geometry in XYZ format:
```
14
Properties=species:S:1:pos:R:3:forces:R:3:nbo_charge:R:1
C -1.2246 -0.3308 -1.3145 0.4 -0.7 1.1 0.0615
C -0.5739 -0.6715 -0.1904 -0.3 1.1 -0.4 -0.2025
N 0.6702 0.0698 0.1540 -0.7 0.0 -0.2 -0.7129
N -0.7198 0.3623 -2.3710 -0.4 0.5 -1.0 -0.8212
H -2.2690 -0.5890 -1.2694 -0.3 -0.1 -0.6 0.2260
H -1.1600 -1.0911 0.6036 0.5 -0.2 0.4 0.2392
H 0.5196 1.0292 -0.1769 0.3 -0.1 -0.3 0.4343
H 0.7795 0.1694 1.1895 0.3 -0.5 0.0 0.4795
H 1.5158 -0.3000 -0.2806 0.0 0.0 0.2 0.4322
H 0.1065 0.0418 -2.8550 0.3 -0.1 0.5 0.4059
H -1.4089 0.5796 -3.0827 0.0 0.1 0.2 0.4094
H 1.4077 1.0070 3.3062 -0.1 0.1 0.0 0.5046
H 1.3484 -0.5120 3.4032 -0.2 0.1 -0.2 0.5067
O 1.0087 0.2352 2.8841 0.3 -0.2 0.3 -0.9626
```
Forces are in eV/Å.

Computed properties:
- ΔE to the lowest compared entry with this formula, charge and spin: 36.4 kcal/mol
- HOMO energy: -13.33 eV
- Gap between HOMO and LUMO: 10.05 eV
- Total charge: +1


(7)
This record from OMol25 describes a single C6H12N2 molecule. The level of theory is wB97M-V/def2-TZVPD.

The geometry in XYZ format:
```
20
Properties=species:S:1:pos:R:3:forces:R:3:nbo_charge:R:1
C 2.3129 -0.3647 0.0423 0.1 0.3 -0.2 -0.6308
C 0.9552 -0.5069 -0.6617 0.4 0.9 1.1 -0.0215
C 0.0305 -1.4914 0.2382 1.0 1.0 -0.8 -0.4343
C -1.1376 -0.5769 0.6104 -2.0 1.2 -0.2 -0.0377
N -2.1221 -0.3441 -0.4530 -1.9 -1.7 1.0 -0.8432
C -0.3765 0.7783 0.7537 0.3 -1.6 0.9 -0.0950
C -0.0546 2.0700 0.0566 -0.1 -0.9 -0.8 -0.1673
N 0.1409 0.7541 -0.5728 1.6 -0.1 -0.1 -0.4864
H 2.8018 -1.3441 0.0801 0.1 0.2 0.0 0.2105
H 2.9990 0.3866 -0.4455 -0.8 -0.8 0.5 0.2129
H 2.0648 -0.0740 1.0863 0.6 0.0 -0.6 0.2034
H 1.0417 -0.7950 -1.7118 0.0 0.0 0.2 0.2036
H -0.2363 -2.4024 -0.2770 -0.4 -0.1 -0.3 0.2190
H 0.6028 -1.8234 1.1154 -0.1 0.3 -0.1 0.2044
H -1.6386 -0.8887 1.5193 -0.2 -0.1 0.1 0.2004
H -1.6986 -0.1395 -1.3125 1.0 0.6 -1.1 0.3692
H -2.7479 -1.1379 -0.6674 0.5 0.4 0.7 0.3500
H 0.3126 0.5977 1.6220 0.1 0.5 -0.7 0.1411
H -0.7934 2.6348 -0.4882 -0.2 0.2 0.0 0.2088
H 0.7818 2.6658 0.4228 0.0 -0.2 0.3 0.1930
```
Forces are in eV/Å.

Computed properties:
- ΔE to the lowest compared entry with this formula, charge and spin: 86.6 kcal/mol
- HOMO energy: -8.11 eV
- Gap between HOMO and LUMO: 9.27 eV
- SMILES string: C[C@H]1C[C@H](N)[C@@H]2CN12


(8)
This record from OMol25 describes a single C4H8O3 molecule. The level of theory is wB97M-V/def2-TZVPD.

The geometry in XYZ format:
```
15
Properties=species:S:1:pos:R:3:forces:R:3:nbo_charge:R:1
C -2.5994 0.2806 -0.2655 -0.3 0.0 0.0 -0.2555
O -1.2892 0.5377 0.2235 0.2 0.0 0.0 -0.5169
C -0.5478 -0.6080 0.3203 0.0 -0.1 0.3 0.3369
O 0.0759 -1.0912 -0.8461 0.1 -0.2 -0.2 -0.5020
C 0.9097 -0.6228 0.2252 0.2 0.1 0.1 0.0258
C 1.8210 0.5395 -0.1104 -0.4 0.1 -0.2 -0.0940
O 2.8984 0.5726 0.8123 0.2 -0.1 0.0 -0.7210
H -3.0145 -0.6432 0.1648 0.1 0.2 0.0 0.1706
H -3.2173 1.1236 0.0430 0.0 -0.1 -0.1 0.1951
H -2.6209 0.1865 -1.3586 0.1 0.0 0.2 0.1821
H -1.0403 -1.3867 0.9098 0.0 0.1 -0.1 0.1495
H 1.4455 -1.3991 0.7775 -0.1 0.0 -0.1 0.1889
H 2.1658 0.3605 -1.1357 0.0 0.1 0.1 0.1809
H 1.2919 1.4947 -0.0805 -0.1 -0.1 -0.1 0.1849
H 3.7210 0.6553 0.3204 -0.1 0.0 0.1 0.4747
```
Forces are in eV/Å.

Computed properties:
- ΔE to the lowest compared entry with this formula, charge and spin: 65.4 kcal/mol
- HOMO energy: -10.13 eV
- Gap between HOMO and LUMO: 11.06 eV
- SMILES string: CO[C@H]1O[C@H]1CO